Entry 1:
Density functional theory data (ωB97M-V with the def2-TZVPD basis set) for a structure of composition C39H46N4O2P2PtS at a distorted geometry.

Element x y z (Å)
Pt: -0.6206 0.2710 0.4200
C: 0.9130 3.3214 -1.2337
C: -0.4984 3.5474 -0.6725
P: -1.1701 2.4529 0.6347
C: -2.9694 2.5501 0.3977
C: -3.7253 1.4563 -0.0187
C: -5.0941 1.5811 -0.2042
C: -5.7147 2.8010 0.0225
C: -4.9688 3.8928 0.4478
C: -3.6032 3.7677 0.6455
C: -0.9665 3.2714 2.2374
C: -1.6215 2.7361 3.3449
C: -1.5141 3.3552 4.5786
C: -0.7550 4.5117 4.7132
C: -0.1072 5.0519 3.6113
C: -0.2110 4.4337 2.3734
C: 1.3839 1.8744 -1.4344
P: 0.0934 0.6156 -1.7478
C: 0.9942 -0.8631 -2.2379
C: 0.2920 -1.8681 -2.9034
C: 0.9419 -3.0338 -3.2800
C: 2.2877 -3.2094 -2.9796
C: 2.9880 -2.2104 -2.3207
C: 2.3484 -1.0348 -1.9585
C: -0.7997 1.1343 -3.2321
C: -2.1188 1.5692 -3.2011
C: -2.7299 2.0247 -4.3607
C: -2.0245 2.0489 -5.5544
C: -0.7073 1.6055 -5.5948
C: -0.0975 1.1477 -4.4401
H: 1.6589 3.8574 -0.6452
H: 0.9094 3.7926 -2.2178
H: -1.2051 3.3585 -1.4897
H: -0.6658 4.5885 -0.3979
H: -3.2425 0.5025 -0.2036
H: -5.6746 0.7257 -0.5232
H: -6.7815 2.9004 -0.1255
H: -5.4536 4.8408 0.6368
H: -3.0365 4.6193 1.0035
H: -2.2285 1.8441 3.2426
H: -2.0284 2.9411 5.4352
H: -0.6774 4.9962 5.6771
H: 0.4723 5.9597 3.7119
H: 0.2996 4.8672 1.5226
H: 1.8668 1.4984 -0.5287
H: 2.1126 1.8374 -2.2470
H: -0.7590 -1.7330 -3.1341
H: 0.4073 -3.8194 -3.7994
H: 2.7741 -4.1322 -3.2558
H: 4.0368 -2.3443 -2.0923
H: 2.9156 -0.2622 -1.4531
H: -2.6819 1.5362 -2.2810
H: -3.7592 2.3564 -4.3303
H: -2.5010 2.4063 -6.4572
H: -0.1599 1.6119 -6.5274
H: 0.9238 0.7858 -4.4817
C: 3.4655 -1.2226 4.0701
N: 2.2168 -1.3510 3.3121
C: 1.5074 -2.6020 3.5665
C: 1.6424 -0.2907 2.7336
S: -0.0774 -0.1563 2.7912
N: 2.4453 0.6410 2.1905
C: 3.7538 0.3112 1.6369
C: 2.0741 2.0442 2.1361
H: 3.2904 -1.6084 5.0742
H: 3.7571 -0.1803 4.1506
H: 4.2744 -1.7952 3.6157
H: 2.2336 -3.4127 3.5282
H: 0.7538 -2.7720 2.8084
H: 1.0344 -2.5921 4.5498
H: 3.8525 -0.7654 1.5288
H: 4.5713 0.6888 2.2532
H: 3.8346 0.7758 0.6520
H: 1.0498 2.1624 2.4649
H: 2.1910 2.4358 1.1246
H: 2.7237 2.6224 2.7984
O: 2.1494 -6.4181 -2.9350
C: 1.6420 -7.0147 -1.7551
N: 0.6871 -6.1186 -1.1645
C: 1.0559 -5.1068 -0.3382
O: 2.1804 -4.9127 0.0714
C: -0.0703 -4.1937 0.0723
C: -1.3126 -4.6431 0.4908
C: -2.2492 -3.7205 0.9303
C: -1.9194 -2.3814 0.9110
N: -0.7254 -1.9443 0.4911
C: 0.1887 -2.8286 0.0878
H: 2.9105 -6.9269 -3.2367
H: 2.4319 -7.1944 -1.0257
H: 1.1263 -7.9479 -1.9878
H: -0.2346 -6.0912 -1.5691
H: -1.5408 -5.7018 0.5016
H: -3.2174 -4.0317 1.2946
H: -2.6166 -1.6298 1.2610
H: 1.1723 -2.4644 -0.1769

Force components x, y, z for each atom (eV/Å):
Pt 0.5 -0.5 0.8
C -0.1 0.1 -0.2
C -0.3 -0.3 -0.2
P -0.1 0.1 -0.2
C 0.1 0.0 0.0
C 0.0 0.0 0.0
C 0.0 0.0 0.0
C 0.0 0.0 0.0
C 0.0 0.0 0.0
C 0.0 0.0 0.0
C 0.1 0.0 -0.2
C 0.0 0.0 0.0
C 0.0 0.0 0.0
C 0.0 0.0 0.0
C 0.0 0.0 0.0
C 0.0 0.0 0.0
C 0.0 -0.1 0.1
P -0.3 0.1 0.3
C 0.0 0.1 -0.2
C 0.0 -0.1 0.0
C 0.0 0.0 0.1
C 0.0 0.0 0.0
C 0.1 0.0 0.0
C 0.0 0.0 0.1
C 0.0 0.0 0.0
C -0.1 -0.1 0.0
C 0.0 0.0 0.0
C 0.0 0.0 0.0
C 0.0 0.0 0.0
C 0.1 0.0 0.0
H 0.0 0.0 0.0
H 0.1 0.1 0.0
H 0.0 0.0 0.1
H 0.1 0.0 0.1
H 0.0 0.0 0.0
H 0.0 0.0 0.0
H 0.0 0.0 0.0
H 0.0 0.0 0.0
H 0.0 0.0 0.0
H 0.0 0.0 0.0
H 0.0 0.0 0.0
H 0.0 0.0 0.0
H 0.0 0.0 0.0
H 0.0 0.0 0.0
H 0.1 0.0 -0.1
H 0.0 0.0 0.0
H 0.0 0.0 0.0
H 0.0 0.0 0.0
H 0.0 0.0 0.0
H 0.0 0.0 0.0
H 0.0 0.0 0.0
H 0.0 0.0 0.1
H 0.0 0.0 0.0
H 0.0 0.0 0.0
H 0.0 0.0 0.0
H 0.0 0.0 0.0
C 0.1 0.0 0.0
N -0.1 0.1 0.1
C 0.0 -0.1 0.1
C 0.2 -0.2 0.0
S -0.4 0.3 -0.3
N -0.1 0.0 -0.1
C 0.0 0.0 0.0
C 0.1 0.0 0.1
H 0.0 0.0 0.0
H 0.0 0.0 0.0
H 0.0 0.0 0.0
H 0.0 0.0 0.0
H -0.1 0.0 0.0
H 0.0 0.0 0.0
H 0.0 0.0 0.0
H 0.0 0.0 0.0
H 0.0 0.0 0.0
H 0.1 0.0 0.0
H 0.0 0.0 0.1
H 0.0 0.0 0.0
O 0.0 0.0 0.0
C 0.0 0.0 0.1
N 0.0 0.0 0.0
C -0.1 0.1 0.0
O 0.1 0.0 -0.1
C 0.0 0.1 0.1
C 0.1 -0.1 -0.1
C 0.0 0.1 0.0
C -0.1 -0.1 0.1
N 0.2 0.6 -0.8
C -0.1 -0.1 0.4
H 0.0 0.0 0.0
H 0.0 0.0 0.0
H 0.0 0.0 0.0
H 0.0 0.0 0.0
H 0.0 0.0 0.0
H 0.0 0.0 0.0
H 0.0 0.0 0.0
H -0.1 0.0 -0.1

* HOMO energy: -0.5039 Ha
* ΔE to the lowest compared entry with this formula, charge and spin: 0.0 kcal/mol
* total charge: +2
* orbital gap: 0.3045 Ha


Entry 2:
Density functional theory data (ωB97M-V with the def2-TZVPD basis set) for a cluster of 2 separate species, C4H7Cl2FO in total at a distorted geometry.

Element x y z (Å)
C: -1.0157 1.1250 1.3503
C: -0.6381 -0.9761 -1.7490
C: 1.9413 0.1948 0.5237
C: -0.6914 -0.0461 0.4309
O: -0.8412 0.1669 -0.8909
F: -0.7076 -1.2908 0.9119
Cl: 2.2863 1.5905 -0.5384
Cl: 2.6091 -1.2308 -0.0842
H: -1.9719 1.4143 1.0350
H: -0.8951 0.6516 2.4098
H: -0.2298 1.7808 1.0195
H: -1.2231 -1.8842 -1.4110
H: 0.3700 -1.2814 -1.7769
H: -1.0160 -0.7347 -2.7297
H: 2.0233 0.5203 1.4990

Force components x, y, z for each atom (eV/Å):
C 1.7 -3.8 0.4
C -1.8 -1.2 0.5
C -2.6 1.0 -2.5
C 3.2 1.0 -0.5
O -0.7 -1.2 1.2
F -0.7 0.3 -0.6
Cl -0.3 -0.3 0.3
Cl 0.6 -0.9 0.3
H -1.6 1.0 0.3
H -0.4 1.6 -1.8
H 0.0 1.0 0.6
H 0.4 1.2 -0.1
H 1.3 0.1 0.0
H 0.1 0.4 -0.2
H 0.7 0.0 2.0

* HOMO energy (alpha / beta): -0.2768 / -0.2546 Ha
* ΔE to the lowest compared entry with this formula, charge and spin: 69.8 kcal/mol
* total charge: 0
* orbital gap (alpha / beta): 0.3051 / 0.2646 Ha


Entry 3:
Density functional theory data (ωB97M-V with the def2-TZVPD basis set) for a structure of composition Cl2F3O8Sr2 at a distorted geometry.

Element x y z (Å)
Sr: -5.4674 0.1321 7.5828
Sr: -8.2366 -1.2910 11.2780
F: -8.9617 -0.1596 10.0459
F: -9.1092 -1.9683 8.3233
F: -7.5254 0.3869 11.7902
Cl: -4.1030 -1.9212 11.4220
O: -4.2181 -2.5098 10.0689
O: -4.8106 -2.8131 12.2323
O: -2.7280 -2.0042 11.7723
O: -4.6300 -0.6718 11.7505
Cl: -6.6910 -1.2928 9.5612
O: -7.2837 -0.3273 8.7787
O: -5.5362 -1.3529 8.6915
O: -6.2612 -0.9808 10.9038
O: -7.6393 -2.3720 9.6870

Force components x, y, z for each atom (eV/Å):
Sr 0.7 6.3 -5.2
Sr -11.4 -7.5 14.6
F -5.5 5.3 -4.0
F -1.8 -0.3 -2.3
F 1.7 6.9 3.7
Cl 2.4 -4.2 0.5
O 0.7 1.5 0.9
O -2.0 -2.5 2.1
O 2.0 0.8 -0.1
O 4.4 3.9 0.9
Cl 0.0 -4.5 1.3
O -2.4 5.4 -2.5
O 3.9 -8.0 1.8
O 1.0 0.0 -7.3
O 6.3 -3.1 -4.5

* HOMO energy: -0.1271 Ha
* ΔE to the lowest compared entry with this formula, charge and spin: 230.9 kcal/mol
* total charge: -1
* orbital gap: 0.1292 Ha


Entry 4:
Density functional theory data (ωB97M-V with the def2-TZVPD basis set) for a cluster of 3 separate species, C26H59Br2FO12P5S in total at a distorted geometry.

Element x y z (Å)
C: -0.4526 -3.2008 0.6413
C: -0.1795 -2.3893 1.7117
C: -0.0565 -0.8839 1.7566
C: 0.6204 -0.2490 0.5148
C: -0.4141 -0.2118 -0.6493
C: -1.9105 -0.3605 -0.3839
C: -2.6748 -0.3518 -1.7152
C: -4.1866 -0.2291 -1.4856
C: -2.3675 -1.5888 -2.5898
O: 1.6164 -1.1928 0.1079
P: 3.2390 -0.7381 0.0518
C: 5.0466 -0.2174 -0.0022
C: 6.1235 -0.8707 -0.8797
C: 5.8601 -1.4599 -2.2603
C: 6.9461 -2.4971 -2.6380
C: 6.3618 -3.5408 -3.5828
O: 6.2578 -3.0573 -4.9133
C: 4.9277 -2.9460 -5.3748
P: 2.8973 -0.2907 -2.1936
P: 4.0241 1.3348 -3.0673
O: 5.3584 1.7028 -2.5890
O: 3.1323 2.6899 -3.2674
O: 4.1873 0.8366 -4.6324
P: 3.3743 -3.0642 -0.1046
O: 4.9420 -3.5369 -0.3441
Br: 2.4036 -3.6372 -2.1044
S: 3.6043 -1.2113 2.3362
C: 5.0022 -2.3325 2.6050
O: 3.8623 -0.0142 3.1297
O: 2.4968 -1.9883 2.9098
O: 2.8093 0.7814 0.6712
C: 1.4283 1.0735 0.8010
C: 1.2464 1.7234 2.1887
C: -0.1912 2.0408 2.6263
C: -0.3806 3.4314 3.2144
F: -1.1593 1.8446 1.6179
P: 1.2847 2.4839 -0.4899
O: 0.1673 3.5261 0.1232
Br: 3.1427 3.6661 -0.0609
H: 0.2606 -3.8987 0.2120
H: -1.4164 -3.1143 0.1428
H: 0.0185 -2.8765 2.6635
H: -0.9763 -0.3553 2.0138
H: 0.5727 -0.6813 2.6208
H: -0.3037 0.7147 -1.2248
H: -0.1024 -0.9823 -1.3552
H: -2.2177 -1.1956 0.2409
H: -2.2573 0.5420 0.1274
H: -2.3079 0.5305 -2.2463
H: -4.6892 -0.4581 -2.4272
H: -4.5005 -0.9861 -0.7657
H: -4.4685 0.7769 -1.1801
H: -1.8065 -1.2680 -3.4717
H: -3.2608 -2.0730 -2.9801
H: -1.7118 -2.3046 -2.0958
H: 4.9574 0.8414 -0.2642
H: 5.4830 -0.1023 0.9927
H: 6.6078 -1.6604 -0.3010
H: 6.9278 -0.1371 -0.9963
H: 4.9307 -2.0225 -2.3226
H: 5.8484 -0.7455 -3.0803
H: 7.7906 -2.0235 -3.1399
H: 7.2905 -3.0532 -1.7640
H: 7.0343 -4.4092 -3.5937
H: 5.4118 -3.9130 -3.1942
H: 4.2993 -3.7697 -5.0285
H: 4.4718 -2.0023 -5.0582
H: 4.9395 -2.9535 -6.4650
H: 1.6327 0.3089 -2.3334
H: 2.4795 2.5492 -3.9593
H: 3.4037 1.0620 -5.1387
H: 5.1061 -4.2929 0.2223
H: 5.8415 -2.1467 1.9355
H: 4.6670 -3.3586 2.4967
H: 5.3378 -2.1312 3.6205
H: 1.8354 2.6347 2.2684
H: 1.6697 1.0518 2.9363
H: -0.4605 1.3582 3.4330
H: -0.2069 3.4122 4.2904
H: -1.4292 3.6925 3.0823
H: 0.2795 4.1735 2.7730
H: -0.7259 3.1942 -0.0119
C: -4.9341 1.9794 2.8542
C: -4.8315 2.9948 3.9823
C: -6.1518 3.7185 4.2034
O: -3.8013 3.9332 3.6804
H: -5.1875 2.4688 1.9126
H: -3.9764 1.4767 2.7095
H: -5.6960 1.2264 3.0637
H: -4.5316 2.4937 4.9039
H: -6.4433 4.2629 3.3009
H: -6.0582 4.4482 5.0090
H: -6.9496 3.0184 4.4575
H: -4.0415 4.3887 2.8668
C: -8.2113 -0.1768 -0.4094
C: -8.1125 0.8525 0.7062
C: -9.4426 1.5558 0.9329
O: -7.1014 1.8085 0.3969
H: -8.4824 0.3068 -1.3522
H: -7.2498 -0.6678 -0.5610
H: -8.9601 -0.9375 -0.1828
H: -7.7962 0.3628 1.6283
H: -9.7505 2.0905 0.0299
H: -9.3534 2.2921 1.7325
H: -10.2271 0.8456 1.1987
H: -7.3558 2.2557 -0.4172

Force components x, y, z for each atom (eV/Å):
C -0.7 0.7 0.3
C -0.3 -0.7 -0.2
C -1.0 0.6 1.0
C -0.7 -1.2 -0.2
C 0.2 0.2 -0.2
C -0.3 1.0 -0.2
C 0.0 -0.6 0.1
C 0.5 -0.1 -0.5
C 0.6 0.5 -0.4
O 0.4 0.3 0.1
P 0.6 0.7 -0.4
C 0.2 1.0 -0.4
C 0.6 0.0 0.1
C 0.5 -0.9 -0.3
C -0.8 -0.1 -0.2
C 0.9 -0.2 0.2
O -0.3 -0.2 0.0
C -0.1 0.3 -0.1
P 0.2 -0.4 -0.6
P 0.5 0.8 -0.7
O 0.0 -0.2 0.5
O 0.0 -0.6 -0.1
O -0.2 0.2 0.4
P -0.7 -0.5 0.3
O 0.1 0.4 -0.3
Br 0.2 0.0 0.1
S -1.0 -0.9 1.5
C 0.6 0.3 -0.2
O 0.8 0.3 -0.3
O -0.1 -0.2 -0.3
O -0.3 -0.6 -0.2
C 0.5 1.3 0.6
C -0.6 -0.5 0.3
C 0.3 0.3 1.1
C -0.1 -0.1 -0.1
F 0.1 0.0 -0.2
P -0.1 -0.4 -1.1
O 0.4 0.3 0.3
Br -0.5 0.0 0.3
H -0.5 -1.3 1.2
H 0.8 1.1 -1.4
H 1.9 0.1 -0.3
H -0.1 0.0 -0.3
H 0.2 -0.3 0.0
H 0.0 0.1 0.1
H 0.1 -0.2 0.1
H 0.2 -0.2 -0.1
H 0.0 -0.1 0.3
H -0.2 0.1 -0.1
H -0.2 0.1 0.0
H -0.1 0.2 0.2
H -0.1 -0.1 0.3
H 0.0 -0.1 -0.1
H -0.1 -0.1 0.2
H -0.2 -0.2 0.2
H -0.1 -0.1 -0.4
H -0.3 -0.4 0.2
H -0.2 -0.2 0.1
H -0.2 0.2 0.0
H -0.2 0.2 0.2
H -0.2 0.4 0.2
H 0.2 0.0 0.1
H 0.1 0.2 0.2
H 0.0 0.0 -0.2
H -0.2 0.2 -0.1
H 0.0 -0.1 0.0
H 0.0 0.0 0.1
H 0.1 0.0 0.0
H 0.1 0.2 0.3
H -0.3 0.2 0.1
H -0.1 -0.2 -0.3
H 0.0 -0.2 0.0
H -0.1 0.1 -0.1
H -0.2 0.0 0.1
H -0.2 0.0 0.1
H 0.1 0.0 -0.4
H 0.1 -0.1 -0.1
H -0.2 -0.3 -0.3
H 0.1 -0.1 0.0
H 0.0 0.2 0.0
H -0.1 0.1 -0.2
H -0.1 -0.1 0.1
C 0.2 -0.1 0.1
C -0.3 0.0 -0.6
C 0.0 0.1 0.2
O 0.1 0.1 0.4
H -0.1 0.0 0.0
H 0.0 0.0 0.1
H 0.0 0.0 0.0
H 0.1 0.1 0.0
H 0.0 -0.1 -0.1
H 0.0 0.0 0.0
H 0.0 0.0 0.0
H 0.0 0.0 0.0
C 0.1 -0.1 0.0
C -0.3 0.1 -0.4
C 0.0 0.1 0.2
O 0.1 0.0 0.2
H -0.1 0.0 0.0
H 0.0 0.0 0.0
H 0.0 0.0 0.0
H 0.1 0.1 0.0
H 0.0 -0.1 0.0
H 0.0 0.0 0.0
H 0.0 0.0 0.0
H 0.0 0.0 0.0

* HOMO energy: -0.1822 Ha
* total charge: -1
* orbital gap: 0.2522 Ha